Below is a structure of composition C30H39BiBrF5N3O2S4SbSi, with properties calculated with ωB97M-V/def2-TZVPD.

Summary:
HOMO level   -2.3765 eV
Net charge   -2

```
87
Properties=species:S:1:pos:R:3:forces:R:3:lowdin_charge:R:1
Bi -4.030 -2.076 -0.041 -0.117 0.184 -0.274 1.052
S -3.459 -5.191 3.693 0.041 0.022 -0.041 -0.288
Sb -5.070 -3.914 2.740 0.052 -0.063 0.134 -0.208
S -4.214 -1.654 2.468 -0.042 -0.037 0.133 -0.198
S -5.095 -4.301 0.320 -0.065 -0.096 0.105 -0.136
S -7.144 -3.962 3.625 -0.016 0.042 -0.077 -0.299
C 5.127 1.471 0.162 0.002 -0.010 0.083 -0.092
O 5.272 0.258 0.866 -0.032 0.002 0.040 -0.094
C 4.707 -0.859 0.299 0.061 -0.056 -0.009 -0.292
C 3.887 -0.845 -0.819 0.024 -0.045 -0.002 -0.038
C 3.399 -2.041 -1.341 0.048 0.016 -0.110 -0.015
C 3.767 -3.264 -0.794 -0.031 -0.106 0.178 -0.311
C 4.569 -3.256 0.348 0.029 0.027 0.089 -0.044
C 5.019 -2.074 0.901 -0.002 -0.017 0.002 -0.014
N 3.623 -4.500 -1.488 -0.049 0.270 -0.147 0.025
N 2.604 -4.791 -2.166 -0.061 -0.287 0.244 0.028
C 1.331 -4.259 -2.009 -0.094 0.147 -0.283 -0.276
C 0.587 -4.264 -3.197 0.039 0.030 0.076 -0.056
C -0.686 -3.760 -3.305 -0.089 0.104 0.046 -0.035
C -1.395 -3.285 -2.165 0.097 -0.103 -0.072 -0.405
O -2.558 -2.832 -2.215 0.002 -0.009 -0.148 -0.173
C -0.690 -3.437 -0.874 -0.134 0.040 -0.192 -0.152
N -1.445 -3.190 0.215 0.063 0.056 0.253 0.038
C -0.949 -3.399 1.413 0.021 0.054 0.034 -0.154
C 0.353 -3.886 1.598 -0.011 -0.006 0.043 -0.042
C 1.140 -4.127 0.506 -0.009 0.042 -0.086 -0.012
C 0.643 -3.889 -0.797 0.237 -0.141 0.102 -0.096
H 5.704 2.214 0.709 0.012 0.006 0.017 0.092
H 4.084 1.796 0.116 0.410 -0.115 0.138 0.042
H 5.518 1.389 -0.857 -0.015 -0.002 -0.034 0.100
H 3.618 0.084 -1.304 0.003 -0.004 -0.001 0.087
H 2.765 -2.022 -2.218 -0.017 0.030 0.000 0.115
H 4.856 -4.206 0.784 0.027 0.001 -0.015 0.108
H 5.647 -2.071 1.784 0.000 -0.002 0.005 0.112
H 1.094 -4.658 -4.071 -0.015 -0.014 -0.008 0.100
H -1.210 -3.743 -4.252 0.023 -0.024 -0.023 0.097
H -1.603 -3.213 2.258 -0.011 -0.008 0.004 0.046
H 0.706 -4.093 2.600 0.004 -0.001 -0.003 0.103
H 2.123 -4.549 0.638 0.104 -0.002 -0.011 0.094
C 0.771 0.458 -1.674 -0.040 0.028 0.028 -0.117
C 0.601 1.950 -1.332 0.007 0.011 -0.021 -0.609
C -0.147 2.572 -2.521 0.034 -0.002 -0.003 -0.106
C 1.996 2.590 -1.242 -0.120 -0.053 -0.020 -0.094
Si -0.393 2.214 0.294 0.071 -0.186 0.065 0.449
Br -2.054 0.726 0.170 -0.148 0.114 -0.032 0.551
C 0.566 1.698 1.876 -0.028 0.020 0.044 -0.618
C 1.297 0.375 1.606 0.036 0.032 0.025 -0.091
C -0.366 1.439 3.074 0.043 0.001 -0.027 -0.108
C 1.599 2.760 2.289 -0.005 -0.075 0.025 -0.087
C -1.217 3.945 0.420 -0.005 0.023 -0.031 -0.626
C -1.774 4.168 1.833 -0.024 0.025 -0.027 -0.106
C -2.410 4.085 -0.539 -0.003 0.039 0.037 -0.114
C -0.207 5.066 0.123 -0.053 -0.004 0.014 -0.096
H 1.306 0.381 -2.627 0.014 -0.009 -0.004 0.090
H -0.189 -0.045 -1.794 -0.012 0.013 -0.041 0.053
H 1.340 -0.095 -0.932 -0.058 -0.004 -0.005 0.041
H 0.392 2.323 -3.442 -0.007 0.002 -0.003 0.085
H -0.208 3.658 -2.461 -0.003 0.043 -0.004 0.058
H -1.158 2.171 -2.613 -0.008 -0.017 -0.003 0.080
H 2.501 2.490 -2.209 0.028 -0.006 -0.016 0.092
H 2.622 2.096 -0.497 -0.416 0.103 -0.200 0.016
H 1.959 3.653 -0.997 0.003 0.045 0.004 0.071
H 0.620 -0.410 1.262 -0.024 -0.008 0.002 0.075
H 1.757 0.020 2.535 0.031 0.025 -0.017 0.094
H 2.090 0.486 0.869 0.082 -0.043 0.006 0.047
H -1.164 0.736 2.836 0.013 -0.036 -0.005 0.049
H -0.820 2.345 3.465 -0.031 0.048 0.012 0.057
H 0.230 0.997 3.880 -0.003 0.012 0.003 0.085
H 2.337 2.953 1.508 0.022 0.005 -0.008 0.060
H 2.140 2.409 3.175 0.019 -0.006 -0.020 0.087
H 1.132 3.710 2.550 -0.022 0.020 0.025 0.059
H -2.463 3.376 2.128 -0.002 -0.015 0.002 0.083
H -2.330 5.113 1.844 0.000 0.000 0.007 0.084
H -0.988 4.243 2.583 0.025 -0.003 0.023 0.059
H -3.185 3.347 -0.333 0.015 -0.005 0.017 0.052
H -2.133 3.992 -1.586 0.021 -0.010 -0.052 0.057
H -2.850 5.080 -0.401 -0.001 -0.001 -0.008 0.083
H 0.667 5.025 0.776 0.014 -0.005 0.019 0.066
H -0.692 6.037 0.282 0.002 0.004 0.001 0.083
H 0.145 5.044 -0.908 -0.002 -0.002 -0.028 0.059
F -7.114 -0.819 0.396 0.008 -0.078 -0.087 0.003
C -6.206 -1.014 -0.613 0.002 0.073 0.065 -0.548
F -6.858 -1.756 -1.583 0.051 0.012 0.018 -0.017
C -6.001 0.364 -1.246 -0.009 -0.169 0.104 -0.636
F -7.094 0.879 -1.838 -0.172 0.070 -0.059 0.125
F -5.603 1.255 -0.324 0.099 0.062 0.080 0.110
F -5.043 0.309 -2.191 0.067 -0.012 -0.093 0.100
```
Forces are in eV/Å.

***

Below is a structure of composition C30H39HgN3O, with properties calculated with ωB97M-V/def2-TZVPD.

Summary:
HOMO level (alpha / beta)   2.7428 / 2.7273 eV
Net charge   -2

```
74
Properties=species:S:1:pos:R:3:forces:R:3:lowdin_charge:R:1
Hg 0.042 0.142 -0.362 -1.135 -1.006 -0.825 1.303
N 0.361 -2.987 2.233 -0.160 -0.467 1.566 0.055
N 0.144 -2.449 -1.370 -0.332 -2.304 -1.194 -0.188
C 0.931 2.261 -0.366 0.755 0.038 1.041 -0.372
C 2.062 1.412 -0.028 -0.535 0.913 0.928 -0.343
C 1.838 0.897 1.297 -0.144 0.851 -0.531 -0.318
C 2.638 -0.145 1.996 0.360 -0.261 0.445 -0.084
H 3.392 -0.586 1.330 -0.238 0.038 0.139 0.060
H 2.006 -0.964 2.394 0.266 0.291 -0.295 0.053
H 3.188 0.290 2.846 -0.007 -0.104 -0.051 0.065
C 0.599 1.409 1.778 0.294 -0.095 -0.735 -0.308
C -0.010 1.076 3.091 -0.053 0.026 0.692 -0.065
H 0.387 1.741 3.874 -0.114 -0.071 0.060 0.070
H 0.219 0.046 3.408 -0.109 0.249 -0.191 0.070
H -1.104 1.201 3.093 0.265 -0.057 -0.039 0.051
C 0.018 2.236 0.758 0.885 -0.113 -0.216 -0.342
C -1.289 2.942 0.829 -0.381 0.436 0.156 -0.072
H -2.006 2.409 1.473 0.186 0.147 -0.276 0.051
H -1.743 3.058 -0.166 0.051 -0.111 0.273 0.064
H -1.173 3.958 1.239 -0.075 -0.082 -0.014 0.069
C 3.072 0.895 -0.999 0.624 0.040 -0.250 -0.117
H 4.019 1.451 -0.952 -0.040 -0.042 -0.039 0.059
H 2.711 0.974 -2.038 0.092 -0.100 0.352 0.052
H 3.314 -0.165 -0.802 -0.160 0.356 -0.139 0.060
C 0.617 2.822 -1.716 0.096 0.460 -0.344 -0.097
H -0.471 2.915 -1.873 0.362 -0.063 -0.008 0.061
H 1.011 2.178 -2.521 -0.169 0.207 0.168 0.058
H 1.053 3.820 -1.860 -0.047 -0.036 -0.053 0.061
C -0.311 -3.554 3.237 -0.517 -0.140 -0.881 -0.211
H 0.124 -3.457 4.248 -0.141 -0.051 -0.511 0.083
C -1.536 -4.235 3.070 0.290 0.018 1.098 -0.171
H -2.017 -4.694 3.937 0.086 0.147 -0.199 0.054
C -2.125 -4.277 1.799 0.643 0.694 -0.950 -0.161
H -3.107 -4.737 1.636 0.373 0.091 0.071 0.086
C -1.447 -3.672 0.746 -0.819 -0.659 0.702 -0.083
H -1.847 -3.680 -0.262 0.013 0.035 0.035 0.082
C -0.160 -3.086 0.975 0.758 0.404 -1.383 -0.337
C 0.626 -2.591 -0.076 -0.029 -0.983 1.561 -0.201
H 1.681 -2.366 0.101 -0.232 0.201 -0.031 0.082
C -0.431 -1.270 -1.780 -1.019 0.369 0.733 -0.308
C 0.264 -3.306 -2.472 0.415 0.777 1.154 -0.064
H 0.578 -4.325 -2.375 0.050 -0.157 0.064 0.093
C -0.010 -2.580 -3.562 0.247 0.480 -0.368 -0.089
H -0.010 -2.860 -4.591 0.041 -0.021 -0.404 0.083
N -0.308 -1.272 -3.144 -0.240 0.758 -2.308 -0.054
C -0.468 -0.125 -4.000 -0.559 -0.707 0.562 -0.145
C 0.560 0.284 -4.872 0.286 0.726 -0.161 -0.222
C 0.351 1.399 -5.713 -0.688 -0.400 0.396 -0.075
H 1.145 1.697 -6.393 -0.032 -0.043 0.071 0.082
C -0.838 2.130 -5.679 0.431 -0.142 -0.406 -0.305
C -1.082 3.284 -6.618 -0.015 -0.014 -0.149 -0.129
H -1.630 4.095 -6.117 0.105 -0.087 -0.054 0.058
H -1.690 2.967 -7.480 0.159 0.131 0.204 0.068
H -0.139 3.690 -7.007 -0.174 -0.064 0.072 0.053
C -1.814 1.760 -4.757 0.429 -0.661 0.678 -0.043
H -2.738 2.329 -4.683 0.040 -0.089 -0.034 0.099
C -1.634 0.649 -3.910 0.022 0.689 -0.575 -0.211
C -2.723 0.351 -2.946 -0.655 -0.086 0.321 -0.073
H -2.898 -0.716 -2.787 0.218 0.139 -0.002 0.068
H -3.654 0.796 -3.307 -0.066 0.003 -0.060 0.068
H -2.525 0.815 -1.974 0.038 -0.222 -0.012 0.056
C 1.880 -0.414 -4.944 0.407 0.118 0.087 -0.171
H 1.831 -1.348 -5.524 0.020 -0.121 0.135 0.038
H 2.286 -0.636 -3.946 -0.220 -0.105 -0.368 0.071
H 2.594 0.245 -5.454 -0.093 -0.226 0.152 0.050
C -3.941 0.112 2.280 -0.231 0.113 0.448 -0.098
C -2.966 -0.775 1.540 0.183 0.067 -0.463 -0.316
O -2.816 -0.223 0.229 -0.400 -0.281 0.073 -0.179
H -4.835 0.355 1.683 0.481 -0.004 -0.031 0.075
H -3.438 1.027 2.615 -0.272 0.007 -0.230 0.049
H -4.313 -0.383 3.176 0.093 -0.137 0.206 0.061
H -1.976 -0.768 2.037 -0.418 -0.241 -0.025 0.101
H -3.321 -1.816 1.474 0.119 0.343 0.118 0.099
H -2.569 -0.934 -0.394 0.340 0.195 0.049 0.029
```
Forces are in eV/Å.

***

Number 1: total energy -187539.8740 eV. Number 2: total energy -42428.9008 eV.